(1)
Entry from the OMol25 dataset: a single C11H15F3NO4PS molecule in a non-equilibrium geometry (ωB97M-V with the def2-TZVPD basis set).

Geometry (Å):
S -2.514 1.851 -1.094
P 2.309 -0.210 0.153
F 1.983 3.681 0.937
F 3.590 2.274 0.685
F 2.292 2.806 -0.999
O 1.089 -1.391 0.213
O -0.580 0.352 2.379
O 2.366 -0.004 -1.631
O 3.608 -0.496 0.893
N 0.152 1.454 0.508
C 1.260 0.102 -2.489
C -2.221 0.948 0.603
C 2.378 2.474 0.239
C -4.520 0.675 0.108
C 0.543 -3.485 1.181
C -4.285 1.387 -0.898
C 0.136 -0.797 -2.325
C 1.382 1.187 0.730
C 1.082 -2.164 1.448
C -3.331 0.643 1.317
C -0.835 0.937 1.037
H -0.069 1.721 -0.580
H 0.341 -1.640 2.094
H -0.472 -0.449 -3.239
H 0.562 -4.319 2.156
H 1.464 1.019 1.940
H 1.282 -3.831 0.381
H -5.442 0.688 0.734
H -3.443 0.317 2.194
H 1.913 -0.074 -3.437
H -0.309 -0.583 -1.376
H -0.299 -3.626 0.640
H 1.999 -2.209 2.030
H 0.530 -1.794 -2.339
H 0.960 1.057 -2.485
H -4.904 1.497 -1.708

SMILES ... CCOP(=O)(OCC)[C@H](NC(=O)c1cccs1)C(F)(F)F
Orbital gap ... 8.81 eV
LUMO ... -0.84 eV
HOMO level ... -9.6 eV
DFT total energy ... -1822.777846 hartree
Multiplicity ... 1

Here are the Mulliken charges for atoms 1 to 4, given in e:
1. S -0.13
2. P 0.95
3. F -0.33
4. F -0.21

---

(2)
Entry from the OMol25 dataset: 3 unconnected molecules or ions with the total composition C11H15FN3 in a non-equilibrium geometry (ωB97M-V with the def2-TZVPD basis set).

Geometry (Å):
F -0.096 -2.228 0.571
N 0.811 -3.020 -1.710
N 2.339 -1.224 -2.013
N 0.456 0.390 0.267
C -0.857 0.637 0.187
C -0.378 0.718 2.407
C -2.809 0.919 1.735
C 1.735 -2.272 -1.962
C -3.614 1.120 0.640
C -3.118 0.760 -0.628
C -1.746 0.610 -0.930
C 0.866 0.415 1.643
C 2.002 1.304 1.963
C -1.424 0.824 1.545
C 2.441 -0.195 -3.090
H 2.370 1.225 3.042
H 1.696 -0.134 -3.844
H -3.229 0.945 2.777
H -0.561 0.905 3.418
H 3.453 -0.513 -3.626
H -4.751 1.230 0.784
H -1.414 0.314 -1.809
H 0.868 -0.027 -0.545
H 0.896 -0.693 2.004
H 0.925 -4.051 -1.679
H -0.378 -2.859 -0.039
H 2.717 0.808 -2.726
H 1.815 2.288 1.515
H 2.870 1.115 1.456
H -3.884 0.692 -1.354

Orbital gap (spin up / spin down) ... 7.74 / 7.74 eV
LUMO (spin up / spin down) ... -4.86 / -4.86 eV
HOMO level (spin up / spin down) ... -12.6 / -12.6 eV
DFT total energy ... -691.952997 hartree
Net charge ... +1
Multiplicity ... 1

Here are the Mulliken charges for atoms 1 to 4, given in e:
1. F -0.38
2. N -0.58
3. N -0.43
4. N 0.16

---

(3)
Entry from the OMol25 dataset: a molecular structure, C11H15GdIN6OS2 in a non-equilibrium geometry (ωB97M-V with the def2-TZVPD basis set).

Geometry (Å):
Gd 10.452 7.293 8.190
I 7.951 10.092 8.780
S 15.167 8.489 8.890
S 10.229 8.875 12.982
O 8.325 6.188 8.349
N 10.644 7.781 10.727
N 13.791 7.514 6.874
N 6.592 5.971 6.953
N 12.685 7.852 8.931
N 11.122 6.712 5.938
N 8.431 7.551 11.428
C 11.808 9.085 12.314
C 9.626 9.367 7.641
C 7.819 5.644 7.360
C 9.689 8.005 11.599
C 5.824 6.969 7.657
C 5.916 5.361 5.815
C 10.574 5.683 5.833
C 11.867 8.352 11.172
C 13.747 7.912 8.136
C 12.980 8.292 10.227
C 14.286 8.701 10.361
H 14.768 9.073 11.239
H 6.529 4.725 5.189
H 6.281 7.308 8.606
H 5.733 7.842 7.015
H 9.212 9.342 6.653
H 10.378 10.127 7.610
H 4.987 4.731 6.202
H 12.908 7.166 6.468
H 12.576 9.620 12.869
H 8.089 7.202 10.572
H 7.719 8.086 11.886
H 14.545 7.899 6.279
H 8.335 4.861 6.782
H 4.779 6.638 7.770
H 5.441 6.093 5.204

Orbital gap (spin up / spin down) ... 5.63 / 6.05 eV
LUMO (spin up / spin down) ... -2.48 / -5.45 eV
HOMO level (spin up / spin down) ... -8.1 / -11.5 eV
DFT total energy ... -2691.317087 hartree
Net charge ... +1
Multiplicity ... 8

Here are the Mulliken charges for atoms 1 to 4, given in e:
1. Gd 1.03
2. I -0.02
3. S -0.19
4. S -0.19

---

(4)
Entry from the OMol25 dataset: 2 unconnected molecules or ions with the total composition C11H15N in a non-equilibrium geometry (ωB97M-V with the def2-TZVPD basis set).

Geometry (Å):
N -0.991 1.151 -1.490
C -0.692 -1.309 -0.985
C -0.815 0.031 -0.625
C -1.423 2.752 1.874
C -0.959 0.497 0.685
C -1.181 1.911 0.678
C -0.712 -1.808 1.453
C 2.397 -0.814 -0.403
C 2.158 -1.235 -1.828
C -0.806 -0.463 1.731
C -1.237 2.274 -0.657
C -0.796 -2.217 0.109
H -0.377 1.244 -2.284
H -0.603 -1.672 -2.011
H -0.671 -3.280 -0.155
H -1.458 3.259 -1.007
H 1.305 -0.751 -2.316
H 1.972 -2.314 -1.895
H -1.060 3.774 1.720
H 3.082 -1.260 -2.469
H 1.583 -1.025 0.301
H -0.722 -0.096 2.749
H 3.271 -1.402 -0.063
H -0.550 -2.476 2.275
H 2.639 0.263 -0.341
H -2.471 2.567 2.185
H -0.882 2.395 2.769

Orbital gap (spin up / spin down) ... 3.16 / 6.71 eV
LUMO (spin up / spin down) ... 3.87 / 3.80 eV
HOMO level (spin up / spin down) ... 0.7 / -2.9 eV
DFT total energy ... -482.844904 hartree
Net charge ... -1
Multiplicity ... 2

Here are the Mulliken charges for atoms 1 to 4, given in e:
1. N -0.21
2. C -1.19
3. C 0.11
4. C -1.27

---

(5)
Entry from the OMol25 dataset: 2 unconnected molecules or ions with the total composition C11H15N in a non-equilibrium geometry (ωB97M-V with the def2-TZVPD basis set).

Geometry (Å):
N -1.849 0.843 -0.379
C -0.761 -0.197 -2.426
C -0.309 -2.867 1.492
C 0.081 1.720 0.633
C 1.624 0.088 -2.399
C -1.331 1.664 0.625
C -0.822 0.565 -1.198
C -0.441 -1.353 1.592
C 0.401 1.222 -0.770
C 1.018 2.070 1.716
C 1.641 0.975 -1.385
C 0.449 -0.565 -3.010
H 0.600 2.447 2.653
H -2.805 0.469 -0.588
H 0.410 -0.868 2.013
H 0.635 -1.149 -3.849
H -1.241 -3.458 2.004
H 0.472 -3.292 1.989
H -1.257 -1.345 2.220
H 2.473 -0.174 -2.994
H 1.349 3.077 1.459
H -0.646 -0.848 0.540
H -1.656 -0.693 -2.684
H 2.557 1.438 -0.963
H 1.636 1.304 1.953
H -2.072 2.112 1.314
H -0.156 -3.185 0.445

SMILES ... Cc1c[nH]c2ccccc12.CC
Orbital gap ... 8.75 eV
LUMO ... 0.92 eV
HOMO level ... -7.8 eV
DFT total energy ... -482.804287 hartree
Multiplicity ... 1

Here are the Mulliken charges for atoms 1 to 4, given in e:
1. N 0.05
2. C -0.82
3. C -1.04
4. C 0.62

---

(6)
Entry from the OMol25 dataset: 2 unconnected molecules or ions with the total composition C11H15N in a non-equilibrium geometry (ωB97M-V with the def2-TZVPD basis set).

Geometry (Å):
N -0.248 -0.806 2.492
C 3.594 0.630 -2.244
C -1.333 -1.732 2.291
C -1.113 -0.269 0.489
C -0.462 1.513 -0.948
C 0.722 1.203 1.122
C -0.072 0.068 1.415
C 3.404 0.278 -3.773
C -1.304 0.451 -0.704
C 0.527 1.851 -0.083
C -1.913 -1.395 1.062
C -3.234 -1.809 0.512
H -2.191 0.314 -1.282
H 1.205 2.777 -0.199
H -1.653 -2.305 3.075
H -0.607 2.011 -1.843
H -4.035 -0.918 0.462
H 0.491 -1.190 3.186
H 1.410 1.660 1.780
H 3.788 1.200 -4.444
H 4.684 0.716 -1.889
H 2.996 -0.051 -1.643
H -3.788 -2.168 1.325
H 2.454 0.011 -4.245
H -3.195 -2.245 -0.456
H 4.124 -0.513 -3.909
H 3.156 1.596 -2.189

SMILES ... Cc1c[nH]c2ccccc12.CC
Orbital gap ... 8.87 eV
LUMO ... 0.96 eV
HOMO level ... -7.9 eV
DFT total energy ... -482.831426 hartree
Multiplicity ... 1

Here are the Mulliken charges for atoms 1 to 4, given in e:
1. N -0.17
2. C -0.66
3. C -0.78
4. C 1.20